Record 1
# C18H37NO10PS4

A cluster of 4 separate species, C18H37NO10PS4 in total (ωB97M-V/def2-TZVPD, the Open Molecules 2025 dataset).

Computed properties:
F_max in eV/A: 2.84
2S+1: 1
Frontier orbital gap in eV: 5.4
Charge: -1
HOMO level in eV: -3.275
E in hartree: -3449.3778

Each line ends with the Mulliken charge.
Element x y z (Å)
C  0.944  3.301  1.777  -0.38
C  1.010  4.444  0.755  -0.07
O  -0.052  5.409  0.839  -0.39
C  -1.288  4.877  1.028  0.34
O  -1.965  5.362  1.863  -0.60
C  -1.864  3.737  0.190  0.27
C  -1.247  3.539  -1.234  -1.13
C  -0.869  2.041  -1.364  0.07
N  -0.695  1.660  -2.783  -0.68
P  0.850  1.672  -3.283  0.53
O  1.789  0.358  -2.877  -0.33
O  1.619  2.928  -2.468  -0.56
S  1.004  1.870  -5.234  -0.65
H  0.092  2.628  1.643  -0.50
H  1.044  3.649  2.816  0.41
H  1.838  2.680  1.600  0.48
H  1.933  5.001  0.968  0.39
H  1.140  4.018  -0.249  -0.02
H  -2.926  3.977  0.056  0.64
H  -1.840  2.799  0.763  -0.42
H  -2.024  3.716  -1.989  0.36
H  -0.417  4.208  -1.469  0.32
H  -1.693  1.412  -0.972  0.25
H  0.052  1.792  -0.813  0.14
H  1.254  -0.430  -2.713  0.18
H  2.290  2.550  -1.882  0.28
C  -0.697  -2.922  1.786  -0.11
C  -2.018  -3.072  1.025  -0.72
C  -1.997  -2.063  -0.124  -0.83
S  -0.271  -1.811  -0.548  1.14
O  0.088  -0.459  -0.234  -0.43
O  -0.004  -2.378  -1.838  -0.65
C  0.398  -2.879  0.724  -0.96
H  -0.541  -3.741  2.490  0.42
H  -0.704  -1.990  2.348  -0.06
H  -2.095  -4.088  0.627  0.38
H  -2.878  -2.908  1.674  0.35
H  -2.528  -2.430  -0.999  0.48
H  -2.407  -1.103  0.185  0.24
H  1.338  -2.470  1.089  0.55
H  0.564  -3.863  0.283  0.25
C  3.997  -4.384  -5.088  -0.57
C  4.271  -5.356  -3.933  -0.56
C  3.875  -4.646  -2.633  -0.76
S  2.583  -3.473  -3.076  1.35
O  3.082  -2.136  -2.867  -0.68
O  1.332  -3.910  -2.530  -0.66
C  2.606  -3.812  -4.831  -0.84
H  4.051  -4.881  -6.057  0.35
H  4.738  -3.581  -5.078  0.29
H  3.664  -6.255  -4.062  0.29
H  5.316  -5.668  -3.907  0.31
H  3.486  -5.341  -1.892  0.31
H  4.708  -4.084  -2.214  0.38
H  2.407  -2.896  -5.384  0.43
H  1.832  -4.551  -5.036  0.37
C  -2.502  2.643  3.570  -0.22
C  -3.485  2.415  4.726  -0.88
C  -3.534  0.905  4.997  -0.79
S  -1.936  0.257  4.498  1.17
O  -2.126  -0.619  3.367  -0.57
O  -1.199  -0.158  5.667  -0.77
C  -1.272  1.804  3.903  -0.42
H  -2.248  3.697  3.454  0.30
H  -2.947  2.299  2.634  0.27
H  -3.127  2.937  5.617  0.34
H  -4.476  2.804  4.495  0.40
H  -3.695  0.684  6.050  0.40
H  -4.298  0.415  4.395  0.36
H  -0.630  1.622  3.044  0.07
H  -0.698  2.252  4.714  0.35

Record 2
# C18H38BN7O4

A cluster of 2 separate species, C18H38BN7O4 in total (ωB97M-V/def2-TZVPD, the Open Molecules 2025 dataset).

Computed properties:
F_max in eV/A: 1.61
ΔE to the lowest compared entry with this formula, charge and spin in kJ/mol: 44.0
2S+1: 1
Frontier orbital gap in eV: 3.0
Charge: 0
HOMO level in eV: -4.234
E in hartree: -1417.5472

Each line ends with the natural charge from an NBO analysis.
Element x y z (Å)
C  -0.614  -0.550  0.264  -0.41
C  -1.817  -0.304  0.953  -0.36
N  -2.198  0.988  1.446  -0.15
C  -2.643  1.998  0.697  0.48
C  -2.798  1.982  -0.777  -0.48
C  -2.492  3.372  -1.366  0.09
O  -3.702  3.863  -1.956  -0.72
C  -1.330  3.370  -2.365  -0.25
N  -0.477  4.561  -2.280  -0.84
N  -2.923  3.051  1.489  -0.53
C  -2.628  2.687  2.721  0.58
N  -2.760  3.475  3.794  -0.44
N  -2.487  3.075  5.096  -0.44
C  -3.558  3.428  6.033  -0.23
C  -4.889  2.867  5.527  -0.62
N  -2.161  1.409  2.760  -0.47
B  -1.646  0.483  3.830  1.22
O  -0.518  0.851  4.510  -0.86
O  -2.211  -0.691  4.160  -0.85
H  -0.645  -0.716  -0.814  0.20
H  0.345  -0.624  0.771  0.18
H  -2.537  -1.102  1.110  0.19
H  -3.774  1.620  -1.079  0.27
H  -2.036  1.300  -1.141  0.26
H  -2.230  4.093  -0.593  0.18
H  -3.473  4.279  -2.791  0.47
H  -0.704  2.488  -2.248  0.20
H  -1.739  3.328  -3.379  0.18
H  0.465  4.336  -1.999  0.36
H  -0.823  5.235  -1.611  0.35
H  -3.104  4.410  3.628  0.39
H  -1.604  3.476  5.387  0.36
H  -3.297  2.949  6.971  0.21
H  -3.652  4.510  6.159  0.17
H  -5.592  2.777  6.348  0.23
H  -5.307  3.560  4.799  0.21
H  -4.739  1.925  5.010  0.21
H  0.003  1.393  3.909  0.49
H  -2.973  -0.904  3.614  0.50
C  2.911  -5.369  -2.699  -0.61
C  2.645  -4.146  -1.801  0.10
C  3.929  -3.797  -1.037  -0.41
C  5.046  -3.184  -1.888  -0.41
C  4.517  -2.407  -3.104  -0.40
C  3.072  -1.913  -2.965  0.09
N  2.209  -3.060  -2.698  -0.07
O  0.930  -2.757  -2.602  -0.56
C  2.675  -1.325  -4.320  -0.60
C  2.995  -0.802  -1.917  -0.63
C  1.601  -4.545  -0.767  -0.60
H  2.003  -5.654  -3.231  0.22
H  3.240  -6.230  -2.109  0.19
H  3.682  -5.162  -3.443  0.20
H  3.683  -3.100  -0.232  0.20
H  4.306  -4.692  -0.536  0.21
H  5.646  -2.524  -1.257  0.20
H  5.728  -3.965  -2.231  0.20
H  5.180  -1.565  -3.313  0.21
H  4.579  -3.051  -3.986  0.20
H  2.659  -2.101  -5.086  0.21
H  3.392  -0.560  -4.627  0.19
H  1.688  -0.864  -4.281  0.22
H  3.648  0.027  -2.199  0.20
H  3.297  -1.129  -0.921  0.20
H  1.980  -0.409  -1.843  0.22
H  1.979  -5.381  -0.173  0.20
H  0.671  -4.866  -1.232  0.23
H  1.378  -3.720  -0.087  0.21

Record 3
# C18H38CeOP2

A structure of composition C18H38CeOP2 (ωB97M-V/def2-TZVPD, the Open Molecules 2025 dataset).

Computed properties:
F_max in eV/A: 5.02
2S+1: 1
Frontier orbital gap (alpha / beta) in eV: 6.3 / 6.3
Charge: +2
HOMO level (alpha / beta) in eV: -14.048 / -14.048
E in hartree: -1941.0202

Each line ends with the Mulliken charge.
Element x y z (Å)
P  1.004  2.027  -0.602  1.04
P  1.142  -0.809  -2.109  1.26
C  2.598  1.492  -1.450  -0.96
C  2.502  0.402  -2.530  -1.19
H  3.170  1.087  -0.598  0.47
H  3.112  2.414  -1.784  0.50
H  2.328  0.775  -3.556  0.43
H  3.407  -0.227  -2.565  0.48
C  2.095  -2.085  -1.216  -1.22
H  1.547  -3.032  -1.255  0.49
H  2.200  -1.806  -0.160  -0.02
H  3.097  -2.223  -1.639  0.52
C  0.803  -1.526  -3.756  -1.33
H  1.162  -2.564  -3.739  0.42
H  1.364  -0.976  -4.520  0.41
H  -0.271  -1.486  -4.001  0.39
C  1.719  2.863  0.848  -1.38
H  0.913  3.254  1.484  0.42
H  2.383  3.687  0.537  0.59
H  2.293  2.140  1.432  0.28
C  0.399  3.553  -1.482  -1.52
H  0.231  3.405  -2.564  0.52
H  1.179  4.310  -1.325  0.46
H  -0.540  3.934  -1.037  0.35
Ce  -0.987  0.808  -1.837  0.72
C  0.561  -1.821  2.138  0.11
C  1.809  -1.899  2.616  -0.87
C  2.369  -1.295  3.872  -0.67
C  1.501  -0.240  4.592  -0.95
C  1.169  0.988  3.799  -0.67
C  0.076  1.228  3.053  -0.71
C  -0.873  0.277  2.411  0.68
C  -0.669  -1.213  2.753  -1.47
C  -2.796  2.304  -1.703  -1.12
H  0.371  -2.262  1.146  0.50
H  2.541  -2.463  2.023  0.62
H  3.350  -0.863  3.606  0.34
H  2.579  -2.094  4.604  0.38
H  0.582  -0.721  4.933  0.29
H  2.061  0.040  5.498  0.44
H  1.880  1.814  3.945  0.49
H  -0.180  2.282  2.906  0.86
H  -0.823  0.377  1.297  -0.78
H  -1.905  0.572  2.678  0.51
H  -0.752  -1.368  3.837  0.49
H  -1.542  -1.726  2.320  0.42
H  -3.344  2.049  -2.628  0.34
H  -2.762  3.388  -1.571  0.49
H  -3.309  1.816  -0.850  0.34
C  -3.158  -2.148  -0.526  -1.30
C  -3.268  -1.719  -1.978  0.73
C  -4.636  -1.241  -2.424  -1.37
O  -2.294  -0.708  -2.275  -0.52
H  -3.376  -1.320  0.162  0.29
H  -2.164  -2.544  -0.282  0.24
H  -3.882  -2.944  -0.324  0.49
H  -3.012  -2.590  -2.588  0.16
H  -4.918  -0.311  -1.918  0.29
H  -4.647  -1.058  -3.504  0.36
H  -5.384  -2.005  -2.196  0.44

Among the records above, which one has the highest E? C18H38BN7O4

The highest E belongs to which entry? C18H38BN7O4